{"formula": "C5H9NO2S", "method": "ωB97M-V/def2-TZVPD", "symbols": ["C", "C", "C", "C", "C", "N", "O", "O", "S", "H", "H", "H", "H", "H", "H", "H", "H", "H"], "positions_angstrom": [[-0.70965, 1.24897, 1.47461], [-1.69219, 0.36571, 1.33139], [0.17204, -0.50115, 0.36671], [1.57119, 1.63785, 0.52048], [-0.82495, -1.74719, -1.89090], [0.49022, 0.77424, 0.94419], [1.70006, -0.99198, -1.61893], [-1.13313, -0.81372, 0.78957], [0.41944, -0.38825, -1.55363], [-0.70932, 2.34815, 1.76599], [-2.63399, 0.21696, 1.65339], [0.87167, -1.34013, 0.48123], [1.35939, 1.78660, -0.51425], [1.69718, 2.44732, 1.31384], [2.68527, 1.16134, 0.69426], [-0.44740, -2.14731, -2.77774], [-1.86881, -1.61286, -2.00111], [-0.94700, -2.44456, -0.97909]], "lowdin_charge": [-0.08, -0.07, -0.39, -0.07, -0.22, -0.19, -0.53, -0.08, 0.86, 0.15, 0.08, 0.13, 0.04, 0.11, 0.14, 0.01, 0.03, 0.08], "energy_ev": -21747.372, "e_above_lowest_kcal_mol": 98.9, "gap_ha": 0.3031, "e_homo_ha": -0.27232, "charge": 0}